No. 1
{"formula": "C7H8ClO2PS", "method": "the ωB97M-V functional and the def2-TZVPD basis", "species": ["C", "C", "C", "C", "C", "C", "C", "O", "O", "P", "S", "Cl", "H", "H", "H", "H", "H", "H", "H", "H"], "positions_angstrom": [[1.83429, 0.40091, -0.58773], [1.37361, 0.13587, -1.85843], [1.15850, -0.23619, 0.47820], [0.27520, -0.64078, -2.06720], [0.13902, -1.14971, 0.28588], [-0.33892, -1.31952, -1.03611], [-0.55252, -1.79872, 1.42166], [-0.59517, 1.73461, 1.13665], [-0.45478, -1.06247, 2.62501], [-0.78343, 2.90822, 0.08345], [-1.37438, 0.22733, 2.92310], [-1.74343, -2.25906, -1.47314], [2.51975, 1.22485, -0.49904], [1.99269, 0.56745, -2.55598], [1.48984, 0.07577, 1.45344], [0.10593, -0.61425, -3.19413], [-1.57581, -1.76040, 1.09840], [-0.25467, -2.79062, 1.73211], [-1.86585, 2.40911, -0.82035], [-1.34986, 3.94760, 0.85423]], "mulliken_charge": [-0.847, -0.297, -0.017, -0.617, 0.542, 0.379, -0.800, -0.287, -0.296, 0.077, 0.073, -0.220, 0.394, 0.436, 0.372, 0.234, 0.473, 0.265, 0.081, 0.054], "orbital_gap_ev": [6.42, 7.71], "lumo_ev": [-2.034, -0.806], "relative_energy_kj_mol": 175.8, "homo_energy_ev": [-8.46, -8.52]}

---

No. 2
{"formula": "C33H47BN10O4RuSSe2", "method": "the ωB97M-V functional and the def2-TZVPD basis", "species": ["Ru", "C", "C", "C", "C", "C", "C", "N", "N", "B", "N", "C", "C", "C", "N", "C", "C", "C", "N", "C", "C", "C", "N", "C", "C", "C", "H", "H", "H", "H", "H", "H", "H", "H", "H", "H", "H", "H", "H", "H", "H", "H", "H", "H", "H", "H", "H", "H", "H", "H", "H", "H", "H", "H", "N", "C", "C", "C", "C", "C", "C", "S", "O", "O", "N", "C", "N", "C", "C", "C", "N", "H", "H", "H", "H", "H", "H", "H", "H", "H", "O", "C", "C", "C", "O", "C", "Se", "C", "Se", "H", "H", "H", "H", "H", "H", "H", "H", "H", "H"], "positions_angstrom": [[0.31642, -0.68032, -0.24302], [-2.46046, -4.67685, 1.48578], [-2.29746, -3.15939, 1.38534], [-3.50552, -2.46079, 2.01828], [-1.03902, -2.68055, 2.04589], [-0.65504, -3.13468, 3.31084], [0.35833, -2.29278, 3.69750], [0.56617, -1.41054, 2.72139], [-0.24752, -1.65499, 1.66454], [1.34444, -0.10555, 2.93866], [2.50283, -0.06543, 1.89448], [3.76787, 0.15431, 2.26996], [4.57945, -0.00423, 1.18150], [3.71932, -0.32547, 0.12375], [2.45108, -0.37805, 0.57439], [4.32776, -0.56722, -1.24308], [4.91550, -1.98294, -1.32184], [3.50062, -0.25064, -2.47594], [0.37552, 1.04650, 3.08902], [0.65903, 2.13326, 3.89328], [-0.22629, 3.08802, 4.13541], [-1.67634, 1.99338, 2.68731], [-0.83746, 1.09101, 2.40932], [-3.04493, 2.03876, 2.07114], [-4.09602, 1.77269, 3.15475], [-3.19750, 1.06233, 0.91784], [-3.32245, -4.99900, 0.89694], [-2.63325, -4.98738, 2.51886], [-1.57929, -5.20553, 1.12092], [-2.27456, -2.86164, 0.34442], [-3.64866, -2.80187, 3.04712], [-4.41371, -2.67934, 1.45154], [-3.36746, -1.38035, 2.04165], [-1.09680, -3.93735, 3.87425], [0.91756, -2.21950, 4.61414], [1.93595, -0.18711, 3.99241], [3.98916, 0.40093, 3.29407], [5.64683, 0.12520, 1.12268], [5.17274, 0.12925, -1.25851], [4.11943, -2.72713, -1.34026], [5.55691, -2.19137, -0.46443], [5.50964, -2.09054, -2.23328], [2.61376, -0.87498, -2.52928], [4.10492, -0.44296, -3.36716], [3.20787, 0.79889, -2.48923], [1.66622, 2.20684, 4.27668], [-0.04628, 3.99003, 4.69409], [-3.18191, 3.06735, 1.71567], [-3.94164, 0.78353, 3.59248], [-5.09806, 1.79937, 2.72229], [-4.03990, 2.51317, 3.95214], [-3.02945, 0.04118, 1.25947], [-2.47791, 1.24344, 0.12389], [-4.20342, 1.12388, 0.49761], [-1.38405, 7.89665, -0.49150], [-0.73682, 6.67401, -0.23586], [0.63798, 6.63017, -0.01857], [1.26654, 5.43023, 0.27695], [0.53258, 4.25843, 0.35301], [-0.83551, 4.29632, 0.14878], [-1.46866, 5.49178, -0.14654], [1.40432, 2.75390, 0.85148], [-1.53290, 2.99796, 3.62789], [2.81976, 3.01936, 0.48874], [0.71154, 1.63354, -0.16837], [0.86198, 1.75367, -1.48811], [1.22586, 2.88064, -2.12665], [1.22849, 2.83424, -3.44306], [0.87433, 1.70350, -4.16927], [0.57231, 0.57492, -3.43157], [0.60281, 0.57174, -2.10777], [-0.78350, 8.58887, -0.91197], [-2.23854, 7.79750, -1.01751], [1.21887, 7.54420, -0.08558], [2.33898, 5.38389, 0.41679], [-1.40465, 3.37967, 0.19343], [-2.54034, 5.50949, -0.31493], [1.52632, 3.74777, -3.95137], [0.86035, 1.69119, -5.24852], [0.31434, -0.34614, -3.93055], [0.56981, -5.45647, -4.05708], [0.35945, -4.04492, -3.98544], [-0.66032, -3.72655, -2.89324], [-1.90401, -4.59709, -3.12839], [-3.09436, -4.10506, -2.53052], [-0.05670, -4.04634, -1.52561], [1.32769, -2.83736, -0.85216], [-0.96794, -2.23236, -3.02939], [-1.74938, -1.30289, -1.47559], [1.37372, -5.61476, -4.55742], [-0.01216, -3.67030, -4.94849], [1.29319, -3.52698, -3.74153], [-1.68984, -5.61388, -2.78208], [-2.11027, -4.65554, -4.20213], [-2.86384, -3.53045, -1.78640], [0.41428, -5.03044, -1.55840], [-0.83411, -4.08396, -0.77781], [-1.63863, -2.05974, -3.87346], [-0.01598, -1.74928, -3.22188]], "mulliken_charge": [2.190, -1.884, 2.678, -1.235, -0.610, -1.046, -0.883, -0.579, 1.723, 0.299, 0.215, -0.495, -1.588, -0.090, 0.652, 0.492, -1.360, -0.854, 0.165, -0.083, -0.834, -0.083, 0.144, 1.363, -1.840, -0.784, 0.420, 0.480, 0.384, -1.522, 0.398, 0.371, 0.195, 0.475, 0.469, -0.318, 0.527, 0.505, 0.422, 0.161, 0.391, 0.405, -0.442, 0.515, 0.200, 0.342, 0.435, 0.252, 0.326, 0.472, 0.398, -0.625, 0.003, 0.448, -0.629, 0.918, -0.797, -0.859, -0.140, -0.377, -0.946, 0.808, -0.408, -0.820, 0.002, -0.346, -0.319, -0.556, -1.054, -0.144, 1.203, 0.224, 0.234, 0.281, 0.539, 0.568, 0.326, 0.418, 0.449, 0.531, -0.561, -1.570, 2.145, -1.170, -0.600, -0.888, -0.431, -1.012, -0.433, 0.359, 0.443, 0.376, 0.285, 0.458, 0.207, 0.665, -0.186, 0.592, -0.545], "orbital_gap_ev": [6.61, 6.26], "lumo_ev": [2.414, 2.067], "relative_energy_kj_mol": 286.6, "total_charge": -1, "spin_multiplicity": 2, "homo_energy_ev": [-4.19, -4.19]}